This record from the OMol25 dataset describes a structure of composition C30H34IN4O3SeV. The level of theory is ωB97M-V with the def2-TZVPD basis set.

Values from the calculation:
**Net charge**: +3
**HOMO energy (spin up / spin down)**: -16.677 / -16.678 eV
**Multiplicity**: 2
**Gap between HOMO and LUMO (spin up / spin down)**: 6.235 / 6.544 eV

XYZ file:
```
74
Properties=species:S:1:pos:R:3:forces:R:3
V -1.876374 1.101805 0.596750 0.204 -0.073 -0.014
C -1.511597 4.765875 -2.005635 -0.014 -0.012 0.029
C -2.325497 4.878263 -0.756778 0.061 0.067 -0.029
N -2.858465 6.076483 -0.487039 0.010 -0.015 0.002
C -3.582640 6.256923 0.593922 -0.012 -0.070 0.071
C -3.886649 5.253401 1.530026 -0.043 0.050 0.061
C -4.743154 5.695019 2.690405 -0.024 0.029 -0.045
O -4.851778 4.708912 3.694688 0.032 -0.042 -0.004
C -3.362024 3.983539 1.276767 0.054 -0.113 -0.062
C -3.726812 2.836242 2.077837 -0.022 0.016 0.043
N -3.252583 1.638686 1.923686 -0.079 -0.077 0.072
C -3.803489 0.551348 2.675665 -0.018 0.075 0.062
C -4.030708 0.625339 4.042623 0.013 0.041 0.001
C -4.580450 -0.462013 4.704730 -0.016 -0.056 -0.024
C -4.891797 -1.627677 4.015463 0.016 0.050 0.033
C -4.650892 -1.725740 2.650541 0.000 -0.021 -0.041
C -4.109306 -0.629952 2.007387 -0.025 -0.007 0.074
I -3.757151 -0.686581 -0.076410 0.002 -0.081 -0.062
C -2.557251 3.834368 0.119733 0.085 0.126 -0.080
O -1.993138 2.608922 -0.164210 -0.143 0.047 -0.020
H -0.796394 5.586488 -2.036714 0.000 0.003 0.002
H -2.165476 4.880193 -2.871336 0.003 -0.010 -0.005
H -0.982720 3.819485 -2.082290 -0.008 -0.005 -0.010
H -3.966122 7.259432 0.756660 0.017 0.010 -0.037
H -5.729770 5.961668 2.293033 0.002 -0.006 0.002
H -4.298031 6.611652 3.089521 0.004 -0.004 -0.001
H -5.343803 5.071796 4.439975 -0.003 0.015 0.012
H -4.499623 2.990250 2.824481 -0.004 -0.002 -0.006
H -3.766984 1.526164 4.583457 0.001 -0.003 0.000
H -4.761109 -0.401364 5.769107 0.000 0.000 0.001
H -5.322613 -2.470140 4.538781 -0.003 -0.005 -0.004
H -4.897215 -2.632162 2.114422 -0.001 -0.001 0.000
O -0.658765 0.707621 2.019723 0.019 -0.195 -0.068
C -0.136823 0.158392 1.023514 -0.056 0.292 0.077
C 2.009417 -6.176553 -1.308438 0.010 0.001 0.001
C 2.633927 -4.997278 -0.570998 -0.016 -0.011 0.014
C 1.631235 -4.216263 0.278870 0.026 -0.027 0.031
C 0.636987 -3.383808 -0.524723 0.027 0.000 -0.001
N 1.300448 -2.274410 -1.239610 -0.006 0.021 -0.054
C 1.725303 -1.127259 -0.699361 0.016 -0.055 0.039
Se 1.524257 -0.662757 1.134334 -0.057 0.025 -0.034
N 2.416206 -0.409792 -1.589587 -0.025 0.031 0.003
C 3.217609 0.804275 -1.344374 0.037 -0.004 0.019
C 4.690948 0.462422 -1.147736 0.002 -0.004 0.007
C 4.959180 -0.413719 0.071770 -0.039 0.006 -0.005
C 6.441284 -0.729598 0.234590 0.010 0.005 0.016
C 2.434059 -1.119761 -2.781227 -0.022 -0.017 0.043
C 3.008835 -0.822011 -4.017844 0.044 0.012 -0.056
C 2.837913 -1.759023 -5.008897 -0.005 0.001 0.021
C 2.117441 -2.952916 -4.789268 -0.001 0.009 0.026
C 1.547979 -3.246077 -3.572712 -0.006 -0.032 -0.042
C 1.724755 -2.299266 -2.562513 -0.016 -0.003 0.038
H 2.747873 -6.678354 -1.931351 -0.003 -0.004 -0.003
H 1.183821 -5.881257 -1.960366 -0.002 -0.001 -0.003
H 1.619328 -6.911494 -0.603638 -0.003 0.005 0.005
H 3.136325 -4.324219 -1.273958 0.001 0.000 -0.005
H 3.417278 -5.367953 0.090969 0.007 0.003 -0.003
H 2.161875 -3.564323 0.980810 -0.013 0.026 -0.005
H 1.050868 -4.908527 0.894418 -0.010 -0.008 -0.023
H -0.134848 -2.950873 0.111682 0.008 -0.003 0.010
H 0.134913 -3.984063 -1.280564 -0.003 0.015 -0.018
H 2.815142 1.293311 -0.457835 -0.022 0.009 -0.016
H 3.058355 1.467531 -2.193370 0.007 -0.017 -0.013
H 5.226515 1.409118 -1.047685 0.000 0.000 0.006
H 5.085426 -0.018536 -2.046212 -0.022 -0.002 -0.014
H 4.405305 -1.359507 -0.017324 0.010 -0.006 -0.011
H 4.589761 0.094947 0.970768 0.018 0.004 -0.001
H 6.824694 -1.257883 -0.638814 0.000 -0.002 -0.002
H 6.618279 -1.353642 1.108703 0.001 -0.001 -0.001
H 7.021501 0.185284 0.354554 0.001 0.000 0.000
H 3.565460 0.087891 -4.193695 -0.001 0.001 0.012
H 3.269028 -1.581990 -5.984486 -0.003 0.003 -0.003
H 2.016276 -3.657217 -5.603354 -0.002 -0.003 -0.001
H 1.006256 -4.167087 -3.414046 0.002 0.001 -0.004
```
Positions in Å, forces in eV/Å.



This record from the OMol25 dataset describes a structure of composition C31H42BrCl3InN4O6SSi. The level of theory is ωB97M-V with the def2-TZVPD basis set.

Values from the calculation:
**Net charge**: +1
**HOMO energy**: -9.922 eV
**Multiplicity**: 1
**Gap between HOMO and LUMO**: 6.077 eV

XYZ file:
```
90
Properties=species:S:1:pos:R:3:forces:R:3
In -1.357020 -1.510620 -1.096509 -0.266 0.237 -0.226
C -3.111053 -4.683695 1.996459 0.096 0.019 0.004
O -1.861348 -5.245962 1.539147 -0.036 -0.031 0.004
C -1.244458 -4.619093 0.553190 0.006 0.149 0.042
O -1.669712 -3.592752 0.025855 0.019 -0.198 -0.102
N -0.112338 -5.283982 0.229599 0.001 0.011 -0.049
N 0.786848 -4.799673 -0.719400 -0.061 -0.043 -0.022
H -3.430766 -5.331966 2.804405 0.003 0.000 -0.003
H -3.834924 -4.680392 1.188875 -0.034 -0.008 -0.034
H -2.953260 -3.669141 2.353122 -0.006 0.014 -0.005
H 0.107293 -6.099404 0.781495 0.006 -0.001 0.005
H 0.900471 -5.483234 -1.459111 -0.016 0.000 0.018
H 1.687431 -4.637309 -0.282649 -0.011 -0.007 -0.002
O 5.409541 3.321909 -0.255099 -0.004 0.000 -0.011
C 4.103515 3.280409 0.074871 0.000 -0.024 -0.035
O 3.644321 4.074567 0.842665 -0.008 0.031 -0.002
C 3.274839 2.198822 -0.556925 0.033 0.003 0.000
C 1.902831 2.404671 -0.617678 -0.078 -0.035 -0.012
C 1.069981 1.434710 -1.145626 0.106 0.026 -0.036
C 1.614537 0.245368 -1.615543 -0.006 -0.002 -0.033
C 2.986507 0.023114 -1.544385 -0.010 0.030 0.085
C 3.812150 1.001467 -1.017225 0.035 0.001 -0.014
N 0.741985 -0.764909 -2.114501 0.104 -0.086 -0.021
C 1.108827 -1.465498 -3.104525 -0.010 0.034 -0.047
C 0.269788 -2.577071 -3.585588 0.072 0.085 0.011
C 0.564674 -3.242158 -4.759624 0.023 -0.054 -0.056
C -0.262411 -4.286100 -5.160106 0.048 0.019 -0.013
C -1.336668 -4.630928 -4.363454 -0.033 -0.002 0.042
C -1.557513 -3.915629 -3.192969 0.062 -0.043 0.043
N -0.773121 -2.911826 -2.823440 -0.050 -0.033 0.075
H 5.603564 2.716186 -0.980110 0.004 0.009 0.019
H 1.497429 3.323773 -0.218289 -0.007 0.020 0.006
H -0.001150 1.572279 -1.158233 -0.018 0.016 -0.006
H 3.404149 -0.931569 -1.837409 -0.013 -0.008 0.007
H 4.871626 0.792406 -0.924513 -0.010 -0.007 0.010
H 2.044759 -1.275847 -3.632230 -0.053 0.020 -0.026
H 1.423316 -2.946963 -5.348327 -0.002 -0.004 0.004
H -0.061854 -4.822397 -6.077915 -0.002 0.010 -0.001
H -2.004728 -5.436900 -4.631260 0.004 0.000 -0.002
H -2.374487 -4.159133 -2.528889 -0.049 0.018 -0.004
C 2.162060 3.028936 4.879506 -0.020 0.036 -0.008
C 2.514097 1.671922 4.271842 -0.022 0.006 -0.015
C 2.594049 0.637393 5.402600 0.014 -0.006 0.002
C 3.884132 1.791104 3.589874 0.047 -0.062 -0.016
C 1.480001 1.222406 3.241135 -0.019 -0.006 -0.034
C 1.633911 0.001501 2.592714 0.027 0.061 0.027
C 0.719671 -0.367988 1.634994 0.001 -0.093 -0.013
Br 0.988294 -2.059159 0.775529 0.035 0.103 0.136
C -0.389231 0.396546 1.237926 0.081 -0.016 -0.093
O -1.157301 0.046872 0.209543 -0.104 -0.110 0.237
C -0.593809 1.595716 1.946048 0.026 0.088 0.141
C 0.360859 1.968570 2.898704 -0.016 -0.043 -0.016
C -1.779228 2.564673 1.757025 0.018 -0.025 -0.056
C -1.261949 3.873341 1.141754 -0.008 0.016 0.034
C -2.405916 2.860282 3.130284 0.002 0.049 0.003
C -2.911345 2.050964 0.865107 0.041 -0.035 -0.018
H 2.921484 3.304796 5.612428 -0.002 -0.003 0.000
H 1.198368 3.005605 5.393050 0.013 -0.007 0.008
H 2.134670 3.814929 4.121924 0.005 -0.011 -0.005
H 3.328531 0.951258 6.147217 -0.007 0.000 -0.007
H 2.897959 -0.343186 5.031604 -0.008 0.004 0.002
H 1.628611 0.526255 5.899837 0.002 0.009 -0.006
H 4.636994 2.114285 4.312183 -0.005 0.002 -0.013
H 3.854547 2.517112 2.776205 -0.028 0.027 0.068
H 4.210029 0.832589 3.178633 -0.006 -0.008 0.017
H 2.462720 -0.655520 2.822080 -0.005 0.010 -0.008
H 0.205455 2.909752 3.405092 0.034 0.000 -0.020
H -0.484567 4.337041 1.750128 0.017 -0.014 0.013
H -2.081710 4.588383 1.039364 0.012 -0.002 -0.002
H -0.846495 3.693920 0.146904 0.003 -0.008 -0.047
H -1.718629 3.370737 3.804333 -0.028 -0.004 0.005
H -2.730771 1.936451 3.611983 0.001 0.000 -0.007
H -3.279929 3.502830 3.003903 0.018 -0.003 -0.002
H -2.575544 1.851059 -0.149882 -0.038 0.041 0.001
H -3.698823 2.807958 0.831223 0.004 -0.015 0.007
H -3.347209 1.130086 1.252388 -0.003 -0.038 -0.009
C -2.575450 2.412223 -3.461909 0.018 0.016 -0.008
S -1.364794 1.135948 -3.771975 -0.023 0.031 -0.126
C -1.679134 0.922010 -5.521651 0.033 -0.039 0.011
O -1.887925 -0.131965 -3.137016 -0.013 -0.055 0.116
H -3.560460 2.057915 -3.759553 -0.001 -0.012 0.006
H -2.278807 3.293271 -4.032686 -0.017 -0.004 0.027
H -2.564030 2.637109 -2.396836 0.008 -0.016 0.011
H -2.740185 0.741146 -5.686918 -0.010 -0.006 0.045
H -1.100161 0.054658 -5.834256 0.006 0.016 -0.031
H -1.341072 1.805593 -6.062143 -0.008 0.008 0.023
Cl -4.643513 -2.544573 -2.954612 0.112 0.047 0.098
Si -3.935552 -1.440555 -1.327195 -0.276 -0.087 -0.019
Cl -4.827472 0.408849 -1.570052 0.157 -0.034 -0.011
Cl -4.939002 -2.216597 0.313481 0.090 0.024 -0.058
```
Positions in Å, forces in eV/Å.



This record from the OMol25 dataset describes a structure of composition C6H12O15RbS3. The level of theory is ωB97M-V with the def2-TZVPD basis set.

Values from the calculation:
**Net charge**: -3
**HOMO energy**: 2.456 eV
**Multiplicity**: 1
**Gap between HOMO and LUMO**: 2.522 eV

XYZ file:
```
37
Properties=species:S:1:pos:R:3:forces:R:3
Rb 17.418117 -15.268794 -0.168286 0.843 -0.879 -0.780
S 19.775289 -14.136129 -2.363201 1.637 0.191 -1.283
O 20.377809 -13.101012 -3.285861 -0.578 -0.169 0.558
O 18.309706 -14.263860 -2.662982 -0.417 0.335 0.263
O 20.449487 -15.428381 -2.586451 -0.270 0.471 0.205
O 19.951337 -13.692020 -0.943397 -0.535 0.070 0.286
S 17.652147 -18.818613 -1.175907 0.323 0.468 -0.553
O 18.561325 -17.888462 -0.424275 -0.365 -0.438 0.318
O 18.404298 -19.518029 -2.255035 -0.216 -0.076 0.418
O 17.051008 -19.824870 -0.244057 -0.065 0.112 0.048
O 16.578677 -17.967303 -1.793875 -0.299 -0.172 0.331
C 14.187240 -10.326035 1.871176 -0.348 -0.634 -0.012
C 15.368514 -10.875334 1.105160 0.291 -0.222 0.248
O 15.098679 -10.846421 -0.294299 0.010 0.255 -0.062
C 15.372625 -11.987798 -0.964739 0.188 -0.447 -0.495
O 15.670670 -13.034943 -0.450803 -0.245 0.318 0.097
O 15.238570 -11.764879 -2.261190 -0.023 0.107 0.187
C 15.692236 -12.857493 -3.110315 0.360 -0.886 -0.093
H 13.292518 -10.889983 1.589216 0.023 0.133 -0.124
H 14.008127 -9.267924 1.689593 0.068 0.060 0.074
H 14.316188 -10.540000 2.934659 0.150 0.341 0.040
H 15.588744 -11.902669 1.395917 -0.175 0.025 0.011
H 16.280837 -10.304487 1.303737 -0.085 0.116 -0.183
H 16.756054 -13.112957 -2.961536 0.089 0.231 0.137
H 15.519478 -12.575352 -4.144539 -0.126 0.370 0.086
H 15.149125 -13.779846 -2.894721 -0.170 0.221 0.109
C 11.296099 -16.065196 -1.310524 -1.069 0.824 -0.251
C 12.119909 -15.164756 -2.250907 0.208 -0.623 -0.036
O 13.338515 -14.904469 -1.562008 -0.126 0.275 -0.017
S 13.365552 -15.560389 -0.118176 -0.199 0.506 -0.285
O 12.853634 -14.620181 0.824935 -0.306 0.100 0.120
O 14.583671 -16.205176 0.071141 0.670 -0.495 0.465
O 12.220676 -16.639627 -0.423154 -0.074 -0.411 0.079
H 10.714326 -16.810924 -1.850394 0.528 -0.395 0.003
H 10.530911 -15.482848 -0.776716 0.369 0.097 0.238
H 11.624521 -14.227003 -2.487484 -0.036 0.023 -0.035
H 12.393759 -15.721448 -3.147011 -0.031 0.199 -0.112
```
Positions in Å, forces in eV/Å.



This record from the OMol25 dataset describes a structure of composition C13H13Cl5IrN3O. The level of theory is ωB97M-V with the def2-TZVPD basis set.

Values from the calculation:
**Net charge**: +1
**HOMO energy (spin up / spin down)**: -12.187 / -12.276 eV
**Multiplicity**: 2
**Gap between HOMO and LUMO (spin up / spin down)**: 6.930 / 7.310 eV

XYZ file:
```
36
Properties=species:S:1:pos:R:3:forces:R:3
Ir 1.082156 -1.421447 0.214581 2.726 -1.510 -3.461
Cl 0.901956 -1.733447 2.658781 -0.949 -1.386 -0.737
C 0.070056 -3.174447 1.382681 -1.133 -2.073 -3.209
C 0.023556 -3.255047 -0.152219 1.128 2.794 6.203
C -0.587444 -4.313347 -0.796419 0.501 0.995 -0.198
Cl -0.571044 -4.284947 -2.519219 -0.154 -0.226 0.171
C -1.175944 -5.332747 -0.036919 -0.246 -0.511 0.486
Cl -1.943344 -6.661847 -0.864319 0.468 0.806 0.522
C -1.151844 -5.290947 1.385381 -0.092 -0.152 -0.317
Cl -1.904044 -6.593947 2.279681 0.509 0.888 -0.568
C -0.537344 -4.226547 2.097881 0.348 0.591 0.607
Cl -0.543944 -4.238047 3.837281 -0.058 -0.116 -0.745
C 1.616656 3.962453 0.588081 -0.022 0.046 0.064
C 2.528256 2.768253 0.398081 0.584 0.717 0.169
N 1.738256 1.567653 0.398181 -0.372 -1.039 0.013
C 0.530956 1.442453 -0.210419 1.565 3.249 0.939
N 0.118756 0.247153 -0.466919 -1.206 -1.770 -0.254
C -1.180844 0.108553 -1.124219 -0.560 -0.802 -0.407
C -2.115244 1.261153 -0.806519 0.095 0.055 0.087
C -1.413544 2.558753 -1.158219 -0.454 -0.119 -0.118
N -0.138844 2.615853 -0.457419 -0.363 -1.179 -0.097
C 0.536856 3.907053 -0.477119 0.504 0.417 0.140
H 2.183156 4.896653 0.514681 -0.110 -0.195 -0.060
H 1.158056 3.929253 1.584481 0.079 -0.017 -0.176
H 3.264856 2.725353 1.206881 -0.168 -0.164 -0.134
H 3.079456 2.847353 -0.545919 0.010 0.091 0.061
H 2.238756 0.687653 0.439481 0.359 0.432 -0.068
H -1.641744 -0.827447 -0.790419 0.134 0.120 -0.092
H -1.027044 0.020953 -2.206219 -0.013 0.003 0.099
H -2.370044 1.250053 0.260681 0.044 0.045 -0.153
H -3.048744 1.164153 -1.370719 0.231 -0.039 0.049
H -2.048744 3.403953 -0.869919 0.366 -0.018 0.054
H -1.243744 2.622853 -2.239819 -0.073 0.032 0.025
H -0.180444 4.716753 -0.299119 -0.131 -0.427 -0.088
H 0.974456 4.071353 -1.469519 -0.037 0.042 0.036
O 2.777756 -1.421447 -0.385219 -3.508 0.419 1.156
```
Positions in Å, forces in eV/Å.



Max |F| values, unit Eh/bohr, following the record order: 0.006 0.008 0.041 0.134.
Calculated total energy values, unit eV, following the record order: -142873.8355 -182571.3729 -70287.0237 -85649.2197.
ΔE to the lowest compared entry with this formula, charge and spin values, unit kJ/mol, following the record order: 54.8 56.5 45.4 358.0.